No. 1
# C33H51F6NbO26P3S

C33H51F6NbO26P3S as an isolated structure (the ωB97M-V functional and the def2-TZVPD basis, OMol25).

Summary:
Charge = -1
Multiplicity = 1

Positions of all 121 atoms, in Å:
O -6.2650 -0.6750 -1.7667
H -8.9705 -1.3598 -2.1865
H -1.0145 2.1294 0.2570
H 3.9136 1.5575 4.6435
F -4.5789 -4.2953 -7.1495
C -8.3052 -0.7475 -2.7975
H -2.7709 -2.4927 -2.1670
O -5.9771 -6.0627 -6.9890
H 4.6810 7.0062 3.7909
H 12.6002 -0.0196 -2.3547
O 2.9497 -0.7420 3.8617
F 3.7203 4.9754 4.8788
C -4.9003 3.6355 8.6811
H -1.5739 -2.4394 -0.8763
C 4.9774 0.9416 -2.5396
C 2.3360 -0.7459 -0.9092
H -9.8829 -10.9309 -7.5086
H 7.5531 1.9888 -1.6499
O 4.3918 0.4217 2.1299
C 3.1872 6.1934 5.1185
H 6.4095 0.5940 -4.1354
C 2.0665 3.0238 6.6964
C 3.7834 8.0477 6.2394
C 3.7220 1.3074 -3.3453
O -5.4081 2.6188 7.8417
C 6.2818 1.2613 -3.2779
C -8.0415 -12.9044 -6.8333
O 1.2097 2.4606 8.7382
O -7.9402 -14.0423 -6.5219
C -1.8017 0.1287 -0.1225
H -8.0740 -9.8213 -6.2466
H -6.5569 -4.0964 -7.0613
C 8.7759 0.9008 -3.0913
H -6.1128 -3.8661 -4.6405
C -4.7984 1.4470 8.1903
H 4.0540 1.8945 -4.2106
H 10.4134 -1.4207 -0.7907
O 9.9632 1.2169 -0.1549
C -6.6612 -6.6491 -5.9735
O 9.9510 1.3587 -2.3910
O 0.2415 4.4824 -1.1497
F 3.2595 1.6464 8.2370
H 5.1746 0.3589 2.6907
C -5.7586 -4.7059 -6.6342
H -7.8140 0.5221 -1.0763
O 3.6822 6.6917 6.3484
O -5.1736 0.3731 7.8624
H -3.1617 3.4170 10.0003
C -7.3893 0.1720 -2.0118
H 3.0024 -2.5010 0.0691
H 1.5376 -1.6709 0.8339
C -2.5581 -2.0814 -1.1816
H -6.8569 -10.4176 -7.3890
H -0.2249 4.7177 1.2099
C -8.8597 -11.0810 -7.8577
P 3.0667 0.4815 3.0342
O 0.0246 1.1699 -1.3078
H 8.8919 -0.1757 -3.2524
H 0.4137 5.4275 -1.2812
H 3.0648 3.1760 -2.5288
H -2.4311 0.3333 0.7486
C 10.8436 -0.6241 -1.3873
C 0.3685 3.3455 8.1506
H 6.2061 2.2991 -3.6159
C -5.7497 -4.7673 -5.1202
H -7.0805 1.0235 -2.6196
H 2.1765 2.6870 5.6728
H 2.7072 -1.0951 -1.8785
P 1.3525 0.9321 1.8328
H 7.2915 0.2715 -1.6994
C -6.2481 -1.6493 -2.6964
C 10.2085 0.7209 -1.2140
O -7.2156 -7.6976 -6.0566
H -3.6295 -0.2245 -1.1836
O -7.3811 -1.5890 -3.4604
H 3.2554 0.4164 -3.7734
O -0.6023 3.7983 8.6702
H 12.1233 -1.7968 -2.5765
C 2.6678 2.1608 -2.6060
H 3.0171 7.3640 3.2732
H -1.0068 -0.5304 0.2339
O 3.2486 1.7935 3.9796
O 0.5779 4.2043 1.3543
O 0.7824 3.6392 6.9061
C -1.1582 1.4343 -0.5756
O -5.3881 -2.4506 -2.8363
H 1.5950 0.9766 7.3679
O -6.6314 -5.8755 -4.8750
O 3.6888 8.4164 4.9433
P 1.3611 3.9475 -0.0734
C -7.7882 -10.6557 -6.8747
F -8.7262 -10.4869 -9.0683
H -2.1526 -0.2305 -2.1951
C -3.5174 3.1173 9.0202
O 3.9269 8.7883 7.1524
C 11.9058 -0.8252 -2.1534
F -4.8668 4.8054 7.9976
H 4.9821 -0.1361 -2.3534
C 2.2884 -1.6790 0.0516
H -2.7879 3.4098 8.2695
C 7.4801 1.1446 -2.3348
H -3.2936 -2.4635 -0.4731
H 5.0007 1.4519 -1.5774
H 2.8497 3.7481 6.9232
H 3.5468 1.7397 -0.0504
C 3.6705 7.2351 4.1302
O -3.7259 1.6978 8.9691
H 8.7789 1.4124 -4.0507
Nb 1.8988 1.3962 -0.6855
F -9.0468 -0.0841 -3.7149
H -4.7554 -5.0012 -4.7397
H -5.5688 3.7549 9.5364
H 0.9701 2.1334 2.4559
S 2.9016 5.1642 -0.1920
H 2.1016 6.0956 5.1820
O -7.6200 -11.8523 -6.1010
C 2.0358 1.9097 7.7210
H -1.8638 1.9305 -1.2573
O -8.6172 -12.4676 -7.9916
C -2.5902 -0.5521 -1.2484
H 1.7645 2.2342 -3.2246

Atoms 1-2, force components in eV/Å:
-0.023 0.006 0.049
-0.087 0.045 -0.036

Here are the Löwdin charges for atoms 1 to 99, given in e: atom 1 (O): 0.0750, atom 2 (H): 0.1732, atom 3 (H): 0.0731, atom 4 (H): 0.0670, atom 5 (F): 0.0827, atom 6 (C): -0.3138, atom 7 (H): 0.0524, atom 8 (O): 0.1353, atom 9 (H): 0.1473, atom 10 (H): 0.0731, atom 11 (O): -0.3816, atom 12 (F): 0.0753, atom 13 (C): -0.3166, atom 14 (H): 0.0674, atom 15 (C): -0.2496, atom 16 (C): -0.3209, atom 17 (H): 0.1713, atom 18 (H): 0.1296, atom 19 (O): -0.2204, atom 20 (C): -0.3160, atom 21 (H): 0.1159, atom 22 (C): -0.0423, atom 23 (C): -0.5560, atom 24 (C): -0.2991, atom 25 (O): 0.1265, atom 26 (C): -0.2184, atom 27 (C): -0.5564, atom 28 (O): 0.1382, atom 29 (O): 0.1772, atom 30 (C): -0.2090, atom 31 (H): 0.1127, atom 32 (H): 0.1732, atom 33 (C): -0.1737, atom 34 (H): 0.1117, atom 35 (C): -0.5546, atom 36 (H): 0.0917, atom 37 (H): 0.1146, atom 38 (O): 0.1440, atom 39 (C): -0.5481, atom 40 (O): -0.0341, atom 41 (O): -0.3434, atom 42 (F): 0.0776, atom 43 (H): 0.0711, atom 44 (C): -0.3070, atom 45 (H): 0.1417, atom 46 (O): 0.1234, atom 47 (O): 0.1780, atom 48 (H): 0.1400, atom 49 (C): -0.0402, atom 50 (H): 0.0435, atom 51 (H): 0.0032, atom 52 (C): -0.1113, atom 53 (H): 0.1466, atom 54 (H): 0.0457, atom 55 (C): -0.3144, atom 56 (P): 0.1534, atom 57 (O): -0.4390, atom 58 (H): 0.1219, atom 59 (H): 0.0267, atom 60 (H): 0.0174, atom 61 (H): 0.1125, atom 62 (C): -0.0749, atom 63 (C): -0.5459, atom 64 (H): 0.1173, atom 65 (C): -0.0329, atom 66 (H): 0.1476, atom 67 (H): 0.1088, atom 68 (H): 0.0220, atom 69 (P): 0.5753, atom 70 (H): 0.1181, atom 71 (C): -0.5357, atom 72 (C): -0.5078, atom 73 (O): 0.1608, atom 74 (H): 0.0882, atom 75 (O): 0.1214, atom 76 (H): 0.0884, atom 77 (O): 0.1527, atom 78 (H): 0.0604, atom 79 (C): -0.3531, atom 80 (H): 0.1405, atom 81 (H): 0.0815, atom 82 (O): -0.2410, atom 83 (O): -0.3805, atom 84 (O): 0.0833, atom 85 (C): -0.3559, atom 86 (O): 0.1793, atom 87 (H): 0.1789, atom 88 (O): 0.0856, atom 89 (O): 0.0712, atom 90 (P): 0.0572, atom 91 (C): -0.0493, atom 92 (F): 0.0729, atom 93 (H): 0.1054, atom 94 (C): -0.0520, atom 95 (O): 0.1754, atom 96 (C): 0.0376, atom 97 (F): 0.0738, atom 98 (H): 0.1008, atom 99 (C): -0.1530



No. 2
# C33H52AsN7O2PS6Y

C33H52AsN7O2PS6Y as an isolated structure (the ωB97M-V functional and the def2-TZVPD basis, OMol25).

Summary:
Energy above the lowest of the compared OMol25 structures with the same formula, charge and spin = 14.2 kJ/mol
Multiplicity = 1

Positions of all 103 atoms, in Å:
C -0.4795 5.0704 0.1941
C -0.6581 -3.2182 5.7773
N -2.0213 -2.6611 -0.1800
H 0.3711 -0.6447 -3.6252
N 0.1988 0.1211 2.7748
H -3.0924 2.5892 -4.2955
C 1.8327 0.9643 -5.2111
N -1.4926 -4.8658 -0.5690
C -1.0392 0.2912 3.3217
C 4.6834 -0.0801 -0.8639
H -4.6066 0.8424 4.7319
H -0.4660 6.0893 0.5850
S -1.1722 -2.5591 7.1852
C 1.2443 0.6189 3.4050
H -1.8996 -0.7361 -2.5705
H -2.2111 -5.1781 0.0631
H 5.6835 -2.3510 0.6886
P -0.5453 1.0606 -1.3363
H 1.6965 2.7354 -0.9328
H -2.3400 3.3613 -2.0345
H 1.3831 5.0487 -0.9024
H -4.7301 0.9599 -4.6120
C -3.4133 -0.0788 3.1846
H 1.6937 -6.9317 3.8019
C 0.8156 2.2713 -3.3174
C 3.9987 -2.8537 -1.8058
C -2.8724 2.4197 -2.1780
N -1.8953 1.3494 -2.3220
H -4.3881 3.3572 -3.3779
H 2.7480 -0.8216 -4.3718
H -1.9895 -0.8407 1.7718
H 1.2727 2.5627 0.7624
H -0.6604 4.1242 2.1096
H -4.1535 0.0223 -1.7820
Y 0.9817 -0.8461 0.5678
H -4.2737 -0.5130 2.6913
C 1.1572 1.3039 4.6281
H -1.0159 5.0884 -0.7563
H -2.8688 -2.9318 0.2913
S -1.0324 -4.8190 5.2474
O 3.5955 0.2951 3.3968
C 2.5932 0.4172 2.7222
H 3.3866 -2.6955 -2.6934
H 0.6373 2.7741 -5.3981
H -3.5297 2.2790 -1.3062
C -2.5326 1.2075 5.0181
H -0.7478 -5.5147 -0.7511
C -0.0744 1.5113 5.1769
H -4.2435 -0.9355 -3.2617
H -0.2807 1.3547 -4.9070
C -0.2335 -4.7282 3.6846
C -2.3976 0.1374 -2.9956
H 5.0517 -2.7569 -2.0664
H 4.1857 0.6031 -1.5497
H -0.1824 2.0410 6.1157
C -1.2239 1.0173 4.5213
H 4.9083 0.4588 0.0547
C -1.2036 4.1363 1.1607
H -1.0032 1.9840 1.3524
H -2.2104 4.5019 1.3665
H 4.5750 -1.6821 1.9091
C 0.3740 -3.5576 3.3545
C -1.1717 -3.5709 -0.6558
C 2.3278 0.1230 -4.0227
S 0.2570 -3.1082 -1.4258
H 2.0694 1.6421 5.0983
As 3.5223 -1.5819 -0.3826
C 0.6716 1.8752 -4.7808
C -3.7454 2.4771 -3.4268
H 1.4980 0.3090 -6.0175
H 1.4834 -0.8633 -2.2911
H -5.5837 1.3536 -3.1245
C 4.6478 -2.3181 1.0266
H 3.1226 0.6512 -3.4926
H 5.6017 -0.4474 -1.3193
H 4.3083 -3.3193 1.2848
N -0.6903 -0.1996 -0.4545
H -1.7434 -1.6727 -0.2628
C -4.5929 1.1956 -3.5549
H 1.5625 4.8428 0.8390
N 0.7449 1.0964 -2.4325
C 0.9504 4.5678 -0.0230
H 0.0249 2.9644 -3.0320
C -1.2721 2.7087 0.5785
H -2.2845 2.4666 0.2572
H -2.6668 1.7716 5.9326
H 1.5046 -7.6248 2.1696
C -3.9082 0.0163 -2.8475
S 0.3763 -2.3785 4.6674
O 2.5200 0.4071 1.4321
C -3.6046 0.6802 4.3574
N -0.3671 2.5753 -0.5760
C -2.1600 -0.2736 2.6771
C 0.9691 3.0322 -0.1831
H 2.6571 1.5628 -5.6033
H 3.8058 -3.8629 -1.4432
H -2.1506 0.1667 -4.0670
S -0.2886 -6.1622 2.6780
C 1.4376 -6.7176 2.7675
H 1.7746 2.7864 -3.1754
H 2.0823 -5.9458 2.3545
C 1.1791 -0.1575 -3.0637
S 1.2432 -3.2375 1.8946

Atoms 1-2, force components in eV/Å:
0.035 -0.056 0.122
0.154 -0.068 -0.101

Here are the natural (NBO) charges for atoms 1 to 99, given in e: atom 1 (C): -0.3908, atom 2 (C): -0.5715, atom 3 (N): -0.8052, atom 4 (H): 0.1882, atom 5 (N): -0.5171, atom 6 (H): 0.2014, atom 7 (C): -0.4040, atom 8 (N): -0.7730, atom 9 (C): 0.1276, atom 10 (C): -0.9228, atom 11 (H): 0.2198, atom 12 (H): 0.2111, atom 13 (S): -0.0870, atom 14 (C): 0.1610, atom 15 (H): 0.2341, atom 16 (H): 0.3923, atom 17 (H): 0.2188, atom 18 (P): 2.3377, atom 19 (H): 0.2245, atom 20 (H): 0.2165, atom 21 (H): 0.2041, atom 22 (H): 0.2039, atom 23 (C): -0.1951, atom 24 (H): 0.2209, atom 25 (C): -0.2201, atom 26 (C): -0.9360, atom 27 (C): -0.2022, atom 28 (N): -0.8328, atom 29 (H): 0.2138, atom 30 (H): 0.2173, atom 31 (H): 0.2195, atom 32 (H): 0.1918, atom 33 (H): 0.1986, atom 34 (H): 0.1965, atom 35 (Y): 1.6511, atom 36 (H): 0.2134, atom 37 (C): -0.2388, atom 38 (H): 0.1994, atom 39 (H): 0.3902, atom 40 (S): 0.4674, atom 41 (O): -0.6027, atom 42 (C): 0.7606, atom 43 (H): 0.2285, atom 44 (H): 0.2162, atom 45 (H): 0.1619, atom 46 (C): -0.1915, atom 47 (H): 0.4206, atom 48 (C): -0.1138, atom 49 (H): 0.2153, atom 50 (H): 0.2025, atom 51 (C): -0.4678, atom 52 (C): -0.2268, atom 53 (H): 0.2201, atom 54 (H): 0.2234, atom 55 (H): 0.2221, atom 56 (C): -0.0209, atom 57 (H): 0.2522, atom 58 (C): -0.4170, atom 59 (H): 0.1941, atom 60 (H): 0.2134, atom 61 (H): 0.2624, atom 62 (C): -0.3302, atom 63 (C): 0.3594, atom 64 (C): -0.4061, atom 65 (S): -0.2789, atom 66 (H): 0.2497, atom 67 (As): 0.8663, atom 68 (C): -0.4075, atom 69 (C): -0.4113, atom 70 (H): 0.2063, atom 71 (H): 0.2098, atom 72 (H): 0.2037, atom 73 (C): -0.9241, atom 74 (H): 0.1985, atom 75 (H): 0.2195, atom 76 (H): 0.2413, atom 77 (N): -1.6905, atom 78 (H): 0.4680, atom 79 (C): -0.4028, atom 80 (H): 0.2035, atom 81 (N): -0.8213, atom 82 (C): -0.4061, atom 83 (H): 0.2270, atom 84 (C): -0.2115, atom 85 (H): 0.2081, atom 86 (H): 0.2185, atom 87 (H): 0.2249, atom 88 (C): -0.4023, atom 89 (S): 0.4621, atom 90 (O): -0.8692, atom 91 (C): -0.2070, atom 92 (N): -0.8117, atom 93 (C): -0.1460, atom 94 (C): -0.2162, atom 95 (H): 0.2048, atom 96 (H): 0.2396, atom 97 (H): 0.1722, atom 98 (S): 0.2323, atom 99 (C): -0.7296



Number 1: gap between HOMO and LUMO 6.64 eV. Number 2: gap between HOMO and LUMO 6.80 eV.